Molecular formula: C6H11N
Method: DFT, ωB97M-V with the def2-TZVPD basis set

## Properties
**SMILES**: C=CNC/C=C/C
**HOMO**: -8.27 eV
**Electronic energy**: -289.8193 Eh
**Kohn-Sham gap**: 9.42 eV

The geometry in ORCA input format:
```
! RIJCOSX wB97M-V def2-TZVPD def2/J DEFGRID3
* xyz 0 1
C 1.545 2.119 -1.539
C 1.079 1.011 -0.833
N -0.039 1.345 0.083
C -0.009 0.738 1.413
C -0.757 -0.597 1.251
C -1.172 -1.037 0.069
C -0.900 -2.546 -0.371
H 1.492 3.177 -1.156
H 2.021 1.772 -2.380
H 1.521 0.049 -0.782
H -0.017 2.295 0.077
H 0.976 0.361 1.835
H -0.529 1.358 2.186
H -0.912 -1.201 2.158
H -1.580 -0.363 -0.763
H -0.378 -3.010 0.442
H -1.864 -2.915 -0.317
H -0.478 -2.555 -1.374
*
```

These are the natural (NBO) partial charges, in e, on atoms 1 to 6: -0.52, 0.02, -0.61, -0.26, -0.23, -0.17